# C40H40AsNO3P2S2SnTe

A structure of composition C40H40AsNO3P2S2SnTe (the ωB97M-V functional and the def2-TZVPD basis, OMol25).

Last column: Löwdin charge in e.
Positions of all 91 atoms, in Å:
Sn: 0.289 -1.978 -0.944  0.87
Te: 3.323 -0.265 3.033  1.27
C: 3.393 1.847 3.193  -0.58
C: 4.611 2.498 3.349  -0.15
C: 4.628 3.884 3.423  -0.16
N: 3.540 4.645 3.336  0.05
C: 2.377 4.012 3.193  -0.15
C: 2.249 2.632 3.132  -0.12
C: 2.123 -0.543 1.361  -1.04
P: 2.637 -0.590 -0.307  0.78
C: 3.006 1.058 -0.988  -0.38
C: 3.693 2.009 -0.234  -0.09
C: 3.893 3.286 -0.730  -0.07
C: 3.414 3.622 -1.992  -0.08
C: 2.744 2.678 -2.755  -0.07
C: 2.537 1.399 -2.253  -0.09
C: 4.233 -1.459 -0.404  -0.36
C: 5.277 -1.006 -1.205  -0.08
C: 6.454 -1.736 -1.300  -0.08
C: 6.597 -2.925 -0.602  -0.09
C: 5.557 -3.387 0.194  -0.08
C: 4.382 -2.659 0.291  -0.12
P: 0.413 -0.817 1.409  0.71
C: -0.604 0.690 1.510  -0.36
C: -1.856 0.713 2.121  -0.11
C: -2.624 1.869 2.097  -0.09
C: -2.155 3.004 1.449  -0.09
C: -0.917 2.982 0.821  -0.07
C: -0.146 1.831 0.851  -0.11
C: -0.073 -1.789 2.858  -0.38
C: -0.199 -1.207 4.117  -0.12
C: -0.494 -1.991 5.223  -0.07
C: -0.664 -3.360 5.078  -0.08
C: -0.544 -3.948 3.826  -0.08
C: -0.249 -3.164 2.721  -0.11
H: 5.541 1.945 3.391  0.09
H: 5.570 4.409 3.542  0.10
H: 1.495 4.640 3.125  0.10
H: 1.268 2.190 3.022  0.08
H: 4.064 1.751 0.748  0.07
H: 4.414 4.021 -0.130  0.10
H: 3.563 4.623 -2.377  0.10
H: 2.360 2.932 -3.734  0.11
H: 1.984 0.682 -2.845  0.08
H: 5.176 -0.074 -1.746  0.10
H: 7.263 -1.370 -1.920  0.10
H: 7.516 -3.491 -0.676  0.10
H: 5.664 -4.314 0.743  0.10
H: 3.571 -3.016 0.918  0.09
H: -2.234 -0.170 2.621  0.10
H: -3.589 1.880 2.586  0.10
H: -2.755 3.906 1.431  0.10
H: -0.551 3.859 0.303  0.11
H: 0.819 1.816 0.358  0.09
H: -0.071 -0.138 4.235  0.10
H: -0.585 -1.531 6.198  0.11
H: -0.894 -3.971 5.942  0.10
H: -0.686 -5.014 3.710  0.10
H: -0.172 -3.625 1.742  0.07
C: -2.376 -4.287 -2.739  -0.25
As: -3.493 -3.199 -1.617  0.70
C: -4.792 -4.417 -0.883  -0.27
C: -4.497 -2.044 -2.781  -0.23
S: -2.521 -2.211 -0.031  0.11
H: -3.016 -4.825 -3.439  0.04
H: -1.828 -4.993 -2.116  0.04
H: -1.687 -3.639 -3.274  0.01
H: -5.317 -4.937 -1.684  0.04
H: -5.497 -3.848 -0.280  0.04
H: -4.274 -5.132 -0.247  0.04
H: -5.222 -2.642 -3.333  0.04
H: -3.801 -1.562 -3.460  0.02
H: -5.004 -1.293 -2.177  0.04
C: -6.304 2.725 -2.282  -0.05
C: -4.971 2.057 -2.479  -0.27
C: -4.444 1.873 -3.756  -0.04
C: -3.206 1.280 -3.936  -0.06
C: -2.485 0.855 -2.828  -0.28
C: -2.984 1.034 -1.547  -0.06
C: -4.223 1.635 -1.384  -0.03
S: -0.981 -0.021 -3.121  0.45
O: -1.342 -1.377 -3.510  -0.39
O: -0.219 0.726 -4.081  -0.28
O: -0.308 -0.065 -1.769  -0.58
H: -6.873 2.756 -3.210  0.07
H: -6.174 3.752 -1.937  0.08
H: -6.900 2.203 -1.532  0.08
H: -5.009 2.202 -4.619  0.11
H: -2.796 1.144 -4.929  0.12
H: -2.416 0.699 -0.691  0.07
H: -4.612 1.775 -0.382  0.11

The calculation puts the energy above the lowest of the compared OMol25 structures with the same formula, charge and spin at 0.000 eV. For the max |F|, the calculation gives 0.0020 hartree/bohr. The net charge is 0. The frontier orbital gap is 7.73 eV.

=====

# C40H40Br2N7O9SbZr

A structure of composition C40H40Br2N7O9SbZr (the ωB97M-V functional and the def2-TZVPD basis, OMol25).

Last column: Löwdin charge in e.
Positions of all 100 atoms, in Å:
Zr: 0.383 -0.711 0.089  1.79
N: -0.203 1.295 1.363  -0.06
C: -0.192 1.495 2.832  -0.22
C: 1.191 1.283 3.416  -0.17
C: 1.632 -0.168 3.421  -0.20
N: 1.794 -0.738 2.054  -0.04
H: 0.354 2.033 0.939  0.09
H: -1.147 1.455 1.017  0.06
H: -0.895 0.792 3.282  0.08
H: -0.552 2.499 3.065  0.13
H: 1.182 1.626 4.452  0.13
H: 1.921 1.916 2.900  0.11
H: 0.892 -0.769 3.948  0.09
H: 2.575 -0.267 3.961  0.13
H: 1.937 -1.744 2.147  0.09
H: 2.676 -0.407 1.669  0.08
C: 0.638 -6.240 -0.465  0.01
O: 0.959 -5.003 0.207  0.04
C: 0.313 -3.907 -0.086  -0.55
O: 0.574 -2.882 0.579  -0.16
N: -0.593 -3.891 -1.068  0.08
N: -1.296 -2.702 -1.254  0.06
H: 1.268 -6.991 -0.003  0.11
H: 0.877 -6.166 -1.526  0.11
H: -0.412 -6.491 -0.308  0.09
H: -0.841 -4.723 -1.579  0.16
H: -2.284 -2.854 -1.085  0.08
H: -1.138 -2.341 -2.188  0.11
C: 3.318 1.649 -0.112  0.00
C: 2.287 1.908 -1.170  -0.28
C: 2.554 2.864 -2.169  0.02
C: 1.630 3.144 -3.133  0.02
C: 0.377 2.498 -3.106  -0.17
C: -0.681 2.717 -4.029  -0.61
Br: -0.459 3.934 -5.448  0.86
C: -1.867 2.055 -3.899  -0.14
C: -2.061 1.149 -2.838  -0.59
Br: -3.697 0.233 -2.662  0.83
C: -1.071 0.907 -1.923  -0.39
O: -1.201 0.073 -0.884  -0.38
C: 0.171 1.571 -2.070  -0.14
N: 1.132 1.253 -1.136  0.05
H: 4.119 2.382 -0.171  0.10
H: 3.753 0.656 -0.223  0.08
H: 2.873 1.726 0.883  0.06
H: 3.508 3.371 -2.160  0.13
H: 1.842 3.868 -3.908  0.10
H: -2.668 2.225 -4.605  0.11
O: 2.515 -1.265 -0.470  -0.12
C: 2.165 -1.597 -1.644  -0.54
O: 0.941 -1.448 -1.949  -0.10
C: 3.138 -2.139 -2.610  -0.09
C: 4.465 -2.309 -2.232  0.09
C: 5.354 -2.812 -3.159  -0.09
C: 4.975 -3.159 -4.441  0.12
C: 3.645 -2.982 -4.777  -0.09
C: 2.717 -2.476 -3.892  0.09
N: 3.194 -3.356 -6.138  -0.34
O: 4.040 -3.740 -6.911  0.13
O: 2.010 -3.225 -6.374  0.10
N: 6.770 -2.991 -2.757  -0.34
O: 7.520 -3.448 -3.586  0.13
O: 7.060 -2.660 -1.626  0.10
H: 4.808 -2.059 -1.238  0.14
H: 5.688 -3.553 -5.152  0.15
H: 1.691 -2.343 -4.203  0.14
C: -4.129 -5.687 0.339  -0.06
C: -3.047 -5.816 1.200  -0.08
C: -2.424 -4.685 1.714  -0.12
C: -2.893 -3.417 1.380  -0.37
C: -3.993 -3.291 0.532  -0.14
C: -4.604 -4.424 0.009  -0.06
Sb: -1.926 -1.638 2.026  1.59
C: -3.610 -0.397 2.294  -0.39
C: -4.561 -0.671 3.277  -0.12
C: -5.679 0.139 3.400  -0.05
C: -5.859 1.215 2.539  -0.05
C: -4.927 1.478 1.547  -0.06
C: -3.802 0.673 1.422  -0.14
C: -1.286 -2.111 3.990  -0.39
C: -1.723 -1.390 5.098  -0.13
C: -1.178 -1.642 6.352  -0.06
C: -0.195 -2.610 6.504  -0.06
C: 0.251 -3.327 5.402  -0.07
C: -0.287 -3.074 4.148  -0.16
H: -4.616 -6.568 -0.057  0.12
H: -2.701 -6.800 1.489  0.11
H: -1.595 -4.807 2.399  0.09
H: -4.391 -2.309 0.292  0.10
H: -5.464 -4.321 -0.639  0.12
H: -4.438 -1.518 3.942  0.11
H: -6.415 -0.073 4.164  0.12
H: -6.735 1.842 2.637  0.12
H: -5.079 2.303 0.863  0.11
H: -3.099 0.857 0.616  0.06
H: -2.491 -0.633 4.996  0.09
H: -1.528 -1.085 7.210  0.12
H: 0.222 -2.808 7.482  0.12
H: 1.018 -4.080 5.520  0.11
H: 0.100 -3.617 3.292  0.08

The calculation puts the energy above the lowest of the compared OMol25 structures with the same formula, charge and spin at 0.176 eV. For the max |F|, the calculation gives 0.0095 hartree/bohr. The net charge is +2. The frontier orbital gap is 7.48 eV.

=====

no.,HOMO (eV)
1,-7.39
2,-13.00